ORCA calculation (ωB97M-V/def2-TZVPD) on the molecule C4H6N2O2.

Last column: Löwdin charge in e.
Geometry (Å):
C: -2.33 -0.61 0.24  -0.02
O: -1.59 0.47 -0.37  -0.05
C: -0.31 0.55 -0.20  -0.40
C: 0.56 1.60 0.03  -0.03
N: 1.88 1.05 0.08  0.09
C: 1.75 -0.20 -0.09  -0.52
O: 2.89 -0.88 -0.02  0.08
N: 0.46 -0.57 -0.18  0.19
H: -1.92 -0.59 1.24  0.10
H: -2.20 -1.52 -0.30  0.08
H: -3.36 -0.37 0.09  0.09
H: 0.46 2.69 0.07  0.10
H: 3.63 -0.21 -0.04  0.14
H: 0.09 -1.41 -0.56  0.15

LUMO energy (eV): 0.66
Multiplicity: 1
E (Eh): -415.9657
Molar mass (g/mol): 114.104
SMILES: COc1cnc(O)[nH]1



ORCA calculation (ωB97M-V/def2-TZVPD) on a structure of composition C7H10N9O7PTi.

Last column: Löwdin charge in e.
Geometry (Å):
Ti: -0.35 -0.62 0.03  0.76
N: -3.16 -1.17 -0.44  0.11
C: -3.05 -0.56 0.81  -0.52
N: -3.96 -0.66 1.77  0.01
N: -3.44 0.09 2.77  -0.13
N: -2.30 0.59 2.42  -0.09
N: -2.02 0.20 1.15  -0.08
C: -2.73 -0.47 -1.57  -0.51
N: -3.45 -0.26 -2.66  0.01
N: -2.62 0.46 -3.45  -0.13
N: -1.49 0.67 -2.86  -0.09
N: -1.52 0.08 -1.65  -0.09
H: -4.08 -1.58 -0.58  0.12
O: 1.59 -3.94 -1.21  0.03
C: 0.97 -3.05 -0.65  -0.57
O: 0.77 -1.86 -1.10  -0.19
C: 0.36 -3.26 0.78  -0.56
O: 0.46 -4.32 1.37  0.04
O: -0.19 -2.17 1.24  -0.16
C: 0.87 3.43 -0.88  -0.15
O: 1.95 2.52 -0.64  -0.33
P: 1.55 1.11 0.10  0.76
O: 1.58 1.70 1.62  -0.33
C: 1.33 0.84 2.72  -0.15
O: 3.02 0.43 0.10  -0.32
C: 3.48 -0.15 -1.13  -0.13
H: 1.22 4.43 -0.64  0.07
H: 0.00 3.19 -0.26  0.07
H: 0.58 3.38 -1.93  0.08
H: 0.53 1.28 3.33  0.07
H: 2.25 0.75 3.30  0.08
H: 1.01 -0.16 2.42  0.05
H: 4.36 -0.74 -0.89  0.08
H: 3.75 0.63 -1.84  0.07
H: 2.72 -0.81 -1.56  0.06

LUMO energy (alpha / beta) (eV): 5.14 / 5.13
Multiplicity: 3
Total charge: -2
E (Eh): -2483.2596
Molar mass (g/mol): 411.054



ORCA calculation (ωB97M-V/def2-TZVPD) on a cluster of 2 separate species, C2H4OS2 in total.

Last column: Löwdin charge in e.
Geometry (Å):
C: 0.77 0.21 -0.93  -0.91
C: -0.93 0.47 1.40  -0.37
O: 1.38 -1.43 -2.59  -0.63
S: 0.90 -0.06 -2.51  0.80
S: 0.09 1.30 0.12  0.74
H: 1.32 -1.39 -0.27  0.24
H: -0.46 0.65 2.33  0.01
H: -1.06 -0.60 1.06  0.05
H: -2.01 0.85 1.40  0.06

LUMO energy (alpha / beta) (eV): -0.59 / -0.59
Multiplicity: 1
E (Eh): -950.0378
Molar mass (g/mol): 108.187



ORCA calculation (ωB97M-V/def2-TZVPD) on a cluster of 10 separate species, C40H72N8O4S2 in total.

Last column: Löwdin charge in e.
Geometry (Å):
O: 1.54 -0.87 -3.64  -0.36
S: 2.25 -0.37 -4.82  0.69
O: 3.26 0.62 -4.63  -0.33
C: 2.99 -1.92 -5.57  -0.21
C: 1.96 -2.49 -6.56  -0.20
C: 1.31 -1.21 -7.22  -0.19
C: 1.06 -0.09 -6.17  -0.21
H: 3.21 -2.63 -4.75  0.11
H: 3.85 -1.54 -5.99  0.06
H: 2.53 -2.92 -7.35  0.10
H: 1.29 -3.16 -6.00  0.09
H: 0.38 -1.56 -7.53  0.07
H: 2.00 -0.87 -7.98  0.11
H: 0.13 -0.20 -5.64  0.07
H: 1.15 0.95 -6.48  0.10
O: -2.41 -1.29 -0.97  -0.33
S: -1.89 -0.69 0.26  0.64
O: -2.77 -0.46 1.37  -0.33
C: -0.35 -1.45 0.72  -0.23
C: 0.81 -0.63 0.09  -0.17
C: 0.15 0.31 -1.00  -0.19
C: -1.15 0.77 -0.28  -0.26
H: -0.45 -2.49 0.34  0.09
H: -0.34 -1.47 1.82  0.07
H: 1.23 0.06 0.87  0.11
H: 1.57 -1.22 -0.32  0.08
H: -0.05 -0.33 -1.83  0.07
H: 0.84 1.13 -1.10  0.07
H: -1.82 1.29 -0.99  0.13
H: -0.75 1.38 0.57  0.09
C: -0.07 4.79 -2.84  -0.10
C: 0.06 5.86 -1.74  -0.29
C: -1.28 6.43 -1.31  -0.20
C: -2.26 5.42 -0.84  -0.19
N: -3.16 4.81 -0.42  0.15
H: -0.40 3.93 -2.29  0.05
H: 0.93 4.58 -3.26  0.08
H: -0.77 5.08 -3.62  0.07
H: 0.68 6.72 -2.18  0.13
H: 0.67 5.48 -0.91  0.08
H: -1.73 6.84 -2.24  0.13
H: -1.21 7.20 -0.54  0.12
C: -5.20 -2.26 2.85  -0.09
C: -5.72 -3.21 1.80  -0.25
C: -4.95 -3.19 0.52  -0.20
C: -3.62 -3.73 0.58  -0.24
N: -2.60 -4.30 0.63  0.17
H: -5.64 -1.30 2.70  0.07
H: -4.14 -2.14 2.84  0.05
H: -5.59 -2.49 3.82  0.07
H: -6.78 -3.20 1.62  0.11
H: -5.58 -4.22 2.19  0.11
H: -4.87 -2.16 0.14  0.12
H: -5.34 -3.78 -0.32  0.13
C: -4.05 3.94 4.31  -0.10
C: -4.01 2.63 3.48  -0.20
C: -3.16 2.60 2.13  -0.15
C: -1.82 3.11 2.39  -0.24
N: -0.75 3.34 2.75  0.18
H: -4.55 4.67 3.72  0.06
H: -3.12 4.31 4.62  0.05
H: -4.74 3.81 5.16  0.08
H: -5.12 2.44 3.26  0.12
H: -3.66 1.87 4.16  0.07
H: -3.65 3.30 1.51  0.06
H: -2.89 1.64 1.57  0.10
C: -1.38 -5.85 -3.40  -0.10
C: -0.82 -4.62 -2.65  -0.23
C: -1.60 -3.41 -3.14  -0.20
C: -1.25 -2.95 -4.48  -0.17
N: -1.04 -2.54 -5.55  0.18
H: -1.13 -6.83 -2.94  0.08
H: -1.12 -5.88 -4.44  0.06
H: -2.46 -5.87 -3.51  0.07
H: 0.27 -4.51 -2.78  0.12
H: -0.97 -4.68 -1.59  0.06
H: -1.52 -2.47 -2.55  0.09
H: -2.66 -3.52 -3.04  0.12
C: -2.43 -0.13 6.08  -0.11
C: -1.46 -0.53 5.02  -0.29
C: -0.14 0.19 5.18  -0.19
C: 0.49 -0.06 6.50  -0.24
N: 1.02 -0.18 7.49  0.14
H: -2.42 0.97 6.14  0.08
H: -2.13 -0.54 7.05  0.08
H: -3.42 -0.48 5.86  0.06
H: -1.78 -0.29 4.06  0.07
H: -1.32 -1.61 4.93  0.12
H: -0.30 1.26 5.05  0.11
H: 0.56 -0.18 4.39  0.09
C: 2.06 -6.07 0.56  -0.13
C: 2.28 -4.71 1.16  -0.28
C: 1.38 -4.48 2.38  -0.15
C: 1.56 -3.04 2.78  -0.20
N: 1.84 -1.96 3.09  0.17
H: 2.85 -6.30 -0.19  0.09
H: 1.07 -6.08 -0.01  0.09
H: 1.92 -6.88 1.29  0.08
H: 2.22 -3.93 0.39  0.11
H: 3.31 -4.77 1.42  0.10
H: 1.57 -5.11 3.24  0.12
H: 0.32 -4.62 2.07  0.12
C: 3.19 1.56 3.09  -0.06
C: 3.59 3.08 2.91  -0.24
C: 2.48 3.92 2.36  -0.22
C: 2.00 3.53 1.07  -0.21
N: 1.45 3.23 0.10  0.20
H: 2.25 1.50 3.61  0.04
H: 4.03 1.03 3.56  0.08
H: 3.05 1.15 2.07  0.05
H: 4.36 3.15 2.20  0.06
H: 3.97 3.53 3.83  0.12
H: 2.73 4.98 2.33  0.13
H: 1.66 3.85 3.09  0.10
C: 5.27 3.31 -3.04  -0.09
C: 4.29 2.71 -2.01  -0.27
C: 4.98 1.89 -0.96  -0.21
C: 5.89 2.72 -0.17  -0.23
N: 6.50 3.51 0.42  0.15
H: 5.44 4.38 -2.91  0.07
H: 4.77 3.22 -4.09  0.10
H: 6.21 2.85 -3.08  0.04
H: 3.58 2.07 -2.51  0.08
H: 3.75 3.49 -1.46  0.09
H: 5.47 1.09 -1.48  0.11
H: 4.24 1.49 -0.24  0.11

LUMO energy (eV): 0.43
Multiplicity: 1
E (Eh): -3102.5672
Molar mass (g/mol): 793.202
SMILES: O=S1(=O)CCCC1.O=S1(=O)CCCC1.CCCC#N.CCCC#N.CCCC#N.CCCC#N.CCCC#N.CCCC#N.CCCC#N.CCCC#N



ORCA calculation (ωB97M-V/def2-TZVPD) on the molecule C6H8N2.

Last column: Löwdin charge in e.
Geometry (Å):
N: 3.05 0.50 -0.57  0.16
C: 2.14 -0.01 -0.09  -0.20
C: 1.02 -0.60 0.64  -0.16
C: -0.10 -0.83 -0.30  -0.22
C: -1.52 -1.06 -0.25  -0.19
C: -2.10 0.47 -0.43  -0.13
N: -1.01 1.33 0.18  0.03
C: -0.24 0.24 0.77  -0.27
H: 1.28 -1.41 1.38  0.16
H: 0.29 -0.25 -1.26  0.18
H: -1.88 -1.41 -1.20  0.09
H: -1.79 -1.68 0.57  0.11
H: -3.16 0.49 -0.01  0.12
H: -2.22 0.55 -1.58  0.12
H: -1.33 1.80 0.96  0.06
H: -0.62 -0.19 1.69  0.14

LUMO energy (eV): 0.76
Multiplicity: 1
E (Eh): -342.7423
Molar mass (g/mol): 108.144
SMILES: N#C[C@@H]1[C@H]2CCN[C@H]12



ORCA calculation (ωB97M-V/def2-TZVPD) on the molecule C3H8O2.

Last column: Löwdin charge in e.
Geometry (Å):
C: -1.74 1.08 -1.17  -0.14
O: -1.31 0.67 0.14  -0.19
C: -0.02 -0.13 -0.21  -0.14
O: 0.17 -0.46 1.22  -0.16
C: 1.52 -0.86 1.40  -0.19
H: -2.58 2.09 -1.15  0.17
H: -0.72 1.24 -1.64  0.07
H: -2.09 0.27 -1.76  0.04
H: 0.90 0.25 -0.57  0.11
H: -0.40 -1.04 -0.76  0.15
H: 1.90 -1.79 0.92  0.07
H: 2.57 -0.31 1.09  0.12
H: 1.80 -0.99 2.50  0.09

LUMO energy (eV): 0.93
Multiplicity: 1
E (Eh): -269.4264
Molar mass (g/mol): 76.095
SMILES: COCOC